[1]
The following is a DFT calculation (ωB97M-V/def2-TZVPD) of a structure of composition C32H25BrN3O2PRuSbSe4.

Output
- Electronic energy: -14405.47115 hartree
- HOMO-LUMO gap (alpha / beta): 4.7 / 5.8 eV
- Energy above the lowest of the compared OMol25 structures with the same formula, charge and spin: 37.8 kcal/mol
- <S²>: 8.80
- LUMO energy (alpha / beta): 4.103 / 3.336 eV

Structure (ORCA input):
```
! wB97M-V def2-TZVPD RIJCOSX def2/J DEFGRID3
* xyz -2 6
Ru -1.08 0.69 -0.91
C -4.09 0.75 3.63
C -4.16 1.32 2.25
C -4.59 2.61 1.99
C -4.56 3.12 0.70
C -4.06 2.29 -0.29
Br -3.99 2.98 -2.06
N -3.65 1.06 -0.09
C -3.71 0.58 1.16
H -4.81 1.24 4.29
H -3.09 0.92 4.02
H -4.29 -0.32 3.63
H -4.94 3.24 2.80
H -4.88 4.12 0.47
H -3.33 -0.42 1.28
Se -5.68 0.40 -4.22
Sb -3.44 -0.54 -4.69
Se -2.09 -0.59 -2.57
Se -2.21 0.36 -6.55
Se -4.48 -2.72 -4.90
N -0.85 -0.94 0.27
P 0.49 -1.53 -0.28
C 1.52 -0.50 -1.40
C 1.37 -0.57 -2.79
C 2.13 0.23 -3.62
C 3.07 1.10 -3.07
C 3.25 1.16 -1.70
C 2.47 0.37 -0.86
C 0.38 -3.10 -1.21
C 1.45 -3.68 -1.90
C 1.26 -4.86 -2.59
C 0.01 -5.47 -2.62
C -1.05 -4.88 -1.95
C -0.87 -3.71 -1.24
C 1.65 -1.84 1.10
C 1.53 -0.96 2.18
C 2.35 -1.10 3.29
C 3.28 -2.13 3.35
C 3.38 -3.02 2.29
C 2.57 -2.88 1.18
H 0.65 -1.25 -3.22
H 1.98 0.19 -4.69
H 3.65 1.75 -3.72
H 3.98 1.83 -1.26
H 2.61 0.44 0.21
H 2.41 -3.18 -1.93
H 2.09 -5.30 -3.14
H -0.14 -6.38 -3.18
H -2.04 -5.32 -2.01
H -1.69 -3.21 -0.74
H 0.78 -0.18 2.15
H 2.25 -0.40 4.11
H 3.91 -2.24 4.22
H 4.10 -3.84 2.34
H 2.66 -3.59 0.36
O -1.09 1.73 3.06
C -0.50 2.16 2.05
N -1.00 2.13 0.74
C -0.07 2.69 -0.08
O -0.28 2.60 -1.36
C 1.07 3.16 0.65
C 2.24 3.83 0.30
C 3.14 4.14 1.30
C 2.88 3.79 2.65
C 1.71 3.15 3.00
C 0.79 2.83 2.00
H 2.43 4.11 -0.73
H 4.06 4.66 1.05
H 3.61 4.04 3.41
H 1.50 2.90 4.03
*
```

[2]
The following is a DFT calculation (ωB97M-V/def2-TZVPD) of an isolated molecule of C26H29N3O3.

Output
- Electronic energy: -1398.14548 hartree
- SMILES string: CCOC(=O)N(C(C)=O)C(c1c(C)n(C)c2ccccc12)c1c(C)n(C)c2ccccc12
- HOMO-LUMO gap: 7.9 eV
- Energy above the lowest of the compared OMol25 structures with the same formula, charge and spin: 31.5 kcal/mol
- LUMO energy: 0.616 eV

Structure (ORCA input):
```
! wB97M-V def2-TZVPD RIJCOSX def2/J DEFGRID3
* xyz 0 1
C -3.10 -0.57 2.17
C -2.08 0.40 2.65
O -0.86 -0.28 3.08
C 0.04 0.58 3.59
O -0.20 1.79 3.63
N 1.24 -0.03 4.06
C 2.16 -0.08 2.98
C 2.77 -1.43 2.76
O 2.40 0.88 2.25
C 1.77 0.19 5.43
C 0.63 0.79 6.19
C -0.57 0.11 6.36
C -0.89 -1.32 6.19
N -1.53 1.00 6.74
C -2.95 0.71 6.78
C -0.98 2.27 6.91
C -1.62 3.47 7.15
C -0.79 4.60 7.31
C 0.61 4.49 7.25
C 1.22 3.26 6.97
C 0.43 2.15 6.68
C 3.08 0.90 5.48
C 4.22 0.62 6.26
C 4.52 -0.40 7.29
N 5.15 1.62 6.04
C 6.46 1.71 6.64
C 4.64 2.55 5.15
C 5.17 3.76 4.69
C 4.34 4.56 3.90
C 3.02 4.19 3.61
C 2.51 2.99 4.09
C 3.33 2.15 4.82
H -3.95 0.05 1.88
H -2.82 -1.16 1.30
H -3.47 -1.26 2.93
H -1.78 1.08 1.85
H -2.45 0.97 3.50
H 2.01 -2.21 2.79
H 3.23 -1.40 1.76
H 3.55 -1.68 3.49
H 1.95 -0.84 5.80
H 0.03 -1.91 6.21
H -1.52 -1.64 7.03
H -1.41 -1.54 5.25
H -3.49 1.64 7.01
H -3.29 0.33 5.81
H -3.19 -0.03 7.56
H -2.71 3.51 7.21
H -1.25 5.57 7.50
H 1.23 5.37 7.43
H 2.30 3.14 7.03
H 3.66 -1.07 7.42
H 5.40 -0.98 7.01
H 4.73 0.11 8.25
H 6.98 2.53 6.14
H 6.44 1.89 7.72
H 7.01 0.78 6.45
H 6.20 4.01 4.93
H 4.72 5.49 3.47
H 2.35 4.83 3.04
H 1.48 2.71 3.94
*
```

[3]
The following is a DFT calculation (ωB97M-V/def2-TZVPD) of a cluster of 2 separate species, C3H8OS2 in total.

Output
- Electronic energy: -990.67980 hartree
- SMILES string: CC=O.CSS
- HOMO-LUMO gap: 9.1 eV
- Energy above the lowest of the compared OMol25 structures with the same formula, charge and spin: 19.3 kcal/mol
- LUMO energy: 0.376 eV

Structure (ORCA input):
```
! wB97M-V def2-TZVPD RIJCOSX def2/J DEFGRID3
* xyz 0 1
C 1.87 1.64 -0.65
C 1.92 0.68 -1.81
O 1.05 0.52 -2.61
H 2.74 1.45 -0.03
H 1.02 1.26 -0.06
H 1.64 2.68 -0.84
H 2.82 0.03 -1.86
C 0.05 -1.64 1.94
S -0.71 0.03 1.57
S -1.77 -0.55 -0.16
H 0.01 -2.28 1.07
H -0.63 -2.09 2.67
H 1.05 -1.67 2.36
H -0.71 -1.06 -0.84
*
```